Entry from OMol25: 2 unconnected molecules or ions with the total composition C4H12 (ωB97M-V with the def2-TZVPD basis set).

```
16
Properties=species:S:1:pos:R:3:forces:R:3
C 0.149 -1.863 -0.009 -0.34 -0.63 -0.04
C 0.462 -2.843 1.122 0.93 -0.62 -0.17
H -0.240 -2.394 -0.875 -0.25 -0.10 -0.04
H -0.625 -1.166 0.301 0.27 0.29 -0.12
H 1.040 -1.372 -0.388 0.03 0.37 0.26
H -0.301 -2.932 1.888 -0.19 0.14 -0.03
H 1.408 -2.607 1.612 -0.13 0.34 0.22
H 0.663 -3.854 0.745 -0.30 0.11 -0.08
C -0.059 1.636 -0.441 0.37 -0.31 0.56
C -0.526 3.068 -0.667 0.10 -0.09 0.29
H -0.642 1.050 0.276 -0.55 0.24 -0.42
H 0.060 1.053 -1.361 -0.02 0.14 0.19
H 0.898 1.658 0.098 0.16 0.08 -0.49
H 0.255 3.618 -1.178 0.14 0.18 -0.17
H -0.668 3.550 0.299 -0.10 0.14 0.02
H -1.438 3.194 -1.246 -0.10 -0.27 0.01
```
Forces are in eV/Å.

Calculated values
Spin multiplicity ... 1
ΔE to the lowest compared entry with this formula, charge and spin ... 23.29 kJ/mol
F_max ... 1.13 eV/A
LUMO level ... 1.16 eV
Charge ... 0
HOMO energy ... -11.5 eV

Atomic partial charges in e from the Löwdin method, atoms 1 to 4: atom 1 (C): -0.17, atom 2 (C): -0.17, atom 3 (H): 0.06, atom 4 (H): 0.05